{"formula": "C4H8N3", "method": "ωB97M-V/def2-TZVPD", "lumo_ev": [-5.84, -5.85], "homo_energy_ev": [-13.28, -13.27], "orbital_gap_ev": [7.437, 7.421], "total_charge": 1, "elements": ["C", "C", "C", "C", "N", "N", "N", "H", "H", "H", "H", "H", "H", "H", "H"], "positions_angstrom": [[-2.272, 1.409, 0.097], [-1.499, 0.265, 0.166], [1.893, 0.222, 0.524], [0.330, -2.183, -0.071], [-0.197, 0.282, -0.044], [0.735, -0.567, -0.010], [2.418, 1.153, -0.165], [-3.236, 1.464, 0.429], [-1.963, 2.452, 0.072], [-1.931, -0.663, 0.400], [-0.443, -1.987, -0.809], [-0.181, -2.493, 0.815], [1.107, -2.704, -0.479], [2.078, 1.506, -1.026], [3.161, 1.845, 0.100]]}